# 1
Below is a cluster of 6 separate species, C34H71IN2O18S6Si in total at a distorted geometry, with properties calculated with the ωB97M-V functional and the def2-TZVPD basis.

As for the SMILES: CCOCCOCc1c(CCCI)cc(CCO[Si](C)(C)C)c2nsnc12.CCOS(C)(=O)=O.CCOS(C)(=O)=O.CCOS(C)(=O)=O.CCOS(C)(=O)=O.CCOS(C)(=O)=O.

Atoms and positions in Å:
C  0.4732  -2.7159  -2.2277
C  1.5453  -1.5936  -1.7293
O  1.1117  -0.2473  -2.0276
C  2.2069  0.7179  -1.8125
C  1.8018  1.5692  -0.5061
O  2.1745  2.9670  -0.5440
C  1.3600  3.7283  -1.4610
C  -0.1852  3.8329  -1.0670
C  -1.2255  4.2639  -2.1659
C  -0.7019  4.6301  -3.6277
C  -1.7881  4.4601  -4.8018
C  -1.2898  3.4936  -6.0013
I  -0.6133  1.5308  -5.2945
C  -2.7692  4.3155  -1.7687
C  -3.3257  3.9739  -0.3681
C  -4.9141  4.0129  -0.0915
C  -5.4998  2.4883  -0.0397
O  -6.6875  2.3298  -0.8619
Si  -6.5687  0.9693  -1.9327
C  -6.6400  -0.7003  -0.9675
C  -5.0760  1.0582  -3.1468
C  -8.1777  0.9958  -3.0249
C  -2.3292  3.5865  0.7861
N  -2.5643  3.2398  2.1590
S  -1.0543  2.8664  2.8817
N  -0.0549  3.1506  1.5319
C  -0.7899  3.5382  0.3578
H  -0.1865  -2.3446  -3.0847
H  1.0139  -3.6655  -2.5991
H  -0.2280  -3.0583  -1.3864
H  1.6948  -1.8020  -0.6027
H  2.5305  -1.8611  -2.2554
H  3.1236  0.0739  -1.5308
H  2.3522  1.3307  -2.7654
H  0.6974  1.3662  -0.2936
H  2.3861  1.1041  0.3799
H  1.4855  3.2766  -2.5196
H  1.8276  4.7880  -1.5159
H  0.2493  4.0864  -3.9505
H  -0.4266  5.7580  -3.5998
H  -2.8063  4.0632  -4.4691
H  -1.9827  5.5027  -5.2628
H  -0.4953  4.0707  -6.5933
H  -2.2210  3.2876  -6.6488
H  -3.5166  4.6059  -2.5772
H  -5.1932  4.5754  0.8612
H  -5.4084  4.5134  -1.0106
H  -5.7889  2.1846  1.0353
H  -4.6808  1.7369  -0.3677
H  -7.1054  -0.4516  0.0571
H  -5.5680  -1.0726  -0.8223
H  -7.2911  -1.4249  -1.5750
H  -4.0792  0.8044  -2.6232
H  -5.1717  0.2883  -4.0094
H  -5.0524  2.1060  -3.6444
H  -8.3206  2.0178  -3.5522
H  -9.0746  0.8187  -2.3114
H  -8.1513  0.1788  -3.8374
O  1.8509  -4.9514  -1.1232
S  2.7539  -5.3893  -0.0901
O  4.1508  -5.0375  -0.0993
O  2.6217  -6.9949  0.0805
C  2.8231  -7.8198  -1.0670
C  4.2939  -7.9318  -1.4250
C  2.0805  -4.9367  1.4835
H  2.2377  -7.4498  -1.9139
H  2.4384  -8.8117  -0.8178
H  4.6948  -6.9702  -1.7533
H  4.4419  -8.6497  -2.2344
H  4.8794  -8.2462  -0.5573
H  1.0311  -5.2268  1.5169
H  2.1753  -3.8552  1.5863
H  2.6486  -5.4344  2.2692
O  3.4825  -5.8341  4.5721
S  4.1722  -7.0989  4.5675
O  3.6685  -8.2420  5.2830
O  5.7153  -6.8582  4.9913
C  5.9864  -6.2047  6.2313
C  5.7571  -7.1288  7.4132
C  4.4697  -7.5806  2.8908
H  5.3909  -5.2915  6.3227
H  7.0366  -5.9041  6.2099
H  4.7010  -7.3901  7.5111
H  6.0713  -6.6521  8.3441
H  6.3101  -8.0626  7.2857
H  4.8826  -6.7321  2.3456
H  3.5149  -7.8783  2.4556
H  5.1596  -8.4242  2.8819
O  -3.2243  -4.1783  -2.7819
S  -3.8765  -3.2869  -3.7047
O  -5.0936  -2.5959  -3.3633
O  -4.0913  -4.0539  -5.1142
C  -4.7979  -5.2938  -5.1126
C  -6.2920  -5.0867  -4.9437
C  -2.7018  -2.0915  -4.2740
H  -4.4021  -5.9608  -4.3410
H  -4.6090  -5.7694  -6.0780
H  -6.5254  -4.6816  -3.9564
H  -6.8288  -6.0314  -5.0530
H  -6.6685  -4.3744  -5.6820
H  -1.7864  -2.6035  -4.5674
H  -2.5012  -1.4049  -3.4503
H  -3.1313  -1.5464  -5.1144
O  -0.7605  2.3757  7.9992
S  -1.3198  3.5795  8.5558
O  -2.7103  3.6759  8.9163
O  -0.9428  4.8274  7.5963
C  -1.3070  4.7593  6.2178
C  -2.7933  4.9948  6.0205
C  -0.3497  4.0685  9.9537
H  -0.9983  3.8033  5.7850
H  -0.7489  5.5432  5.7003
H  -3.3829  4.1874  6.4607
H  -3.0394  5.0476  4.9576
H  -3.1044  5.9232  6.5059
H  0.7049  4.0318  9.6840
H  -0.5559  3.3667  10.7624
H  -0.6422  5.0748  10.2524
O  8.2961  5.8287  -0.1985
S  7.1652  6.5640  -0.7006
O  6.3885  7.4343  0.1432
O  6.1643  5.5399  -1.4547
C  5.6776  4.4075  -0.7325
C  4.6020  4.7975  0.2636
C  7.6675  7.4813  -2.1292
H  6.5015  3.8836  -0.2388
H  5.2522  3.7197  -1.4675
H  5.0095  5.4261  1.0589
H  4.1649  3.9122  0.7279
H  3.8114  5.3702  -0.2270
H  8.2290  6.8251  -2.7928
H  8.2989  8.3034  -1.7905
H  6.7813  7.8749  -2.6262

Force components x, y, z for each atom (eV/Å):
-0.131 0.024 -0.191
-0.421 -2.142 -0.275
1.459 -0.450 0.217
-0.354 -0.750 1.014
0.582 -1.164 0.340
-1.333 -0.461 -0.783
-0.050 0.361 -0.186
-3.880 0.787 -1.402
0.903 -1.666 3.840
-0.764 0.967 0.178
0.023 -0.189 -0.524
-1.271 1.658 0.015
-0.161 0.958 -0.255
1.168 -1.078 3.298
1.557 0.687 -1.506
0.546 -0.781 -1.122
0.357 -0.249 0.819
1.474 -1.027 -0.657
-1.246 -0.150 -0.656
0.286 0.598 0.355
0.748 0.023 -0.574
-0.479 0.519 0.039
1.416 -0.164 -0.582
1.879 0.669 -3.523
-0.999 1.590 -4.923
-2.053 0.567 -1.759
-0.384 -0.679 2.776
1.085 -0.213 1.224
-0.854 1.852 0.629
1.036 0.643 -1.190
-0.122 0.744 -1.520
-1.245 0.706 0.688
-1.087 1.425 -0.832
-0.113 -0.816 1.372
1.398 0.618 -0.465
-0.963 1.021 -1.354
-0.587 0.692 1.576
-0.807 -1.710 0.272
-1.347 0.534 0.853
-0.344 -1.816 0.046
1.562 0.495 -0.143
0.271 -1.705 0.570
-0.956 -1.411 0.779
1.763 0.248 0.825
1.097 -0.434 1.383
0.601 -0.743 -1.346
0.752 -0.751 1.602
0.553 0.664 -1.538
-1.036 1.292 0.464
0.609 -0.682 -1.511
-1.645 0.122 -0.139
1.141 0.911 1.083
-1.381 0.705 -0.854
-0.104 1.161 1.519
0.224 -1.645 0.901
0.150 -1.656 0.869
1.315 0.266 -1.342
-0.042 1.177 1.348
0.918 -0.497 0.316
-0.214 -0.264 0.708
-0.621 -0.088 -0.360
-0.167 0.826 0.360
0.360 -0.518 -0.833
0.209 0.267 -0.047
-0.036 -0.214 -0.029
-0.006 0.123 0.157
-0.124 0.256 0.256
-0.050 -0.093 0.016
-0.093 -0.024 0.087
-0.078 -0.063 -0.074
0.092 -0.004 -0.049
0.066 -0.092 -0.129
-0.046 0.106 -0.039
0.088 -0.510 0.281
0.732 -0.367 -0.156
-0.033 0.793 -0.183
-0.705 -0.183 -0.749
0.097 0.292 1.020
-0.276 -0.194 0.061
0.153 0.055 0.009
-0.051 -0.108 -0.159
-0.118 -0.105 -0.359
0.098 0.049 -0.003
0.063 0.034 -0.108
0.030 0.126 0.018
-0.012 -0.047 0.036
0.019 0.064 0.137
-0.059 0.085 0.073
-0.635 0.272 -0.233
0.221 0.114 -0.572
0.494 -0.490 0.125
0.477 0.674 0.484
-0.684 -0.748 0.083
-0.161 0.184 0.236
-0.039 -0.037 -0.181
0.075 0.183 0.016
0.242 0.294 0.051
0.033 -0.061 -0.083
0.105 0.013 -0.067
0.051 -0.118 -0.005
-0.137 -0.008 0.009
-0.091 -0.121 0.013
-0.007 -0.062 0.084
-0.545 0.424 0.072
0.177 0.558 -0.001
0.613 -0.353 -0.312
0.193 -0.480 0.893
-0.534 -0.024 -0.904
-0.259 -0.159 0.131
0.097 0.137 -0.051
0.038 0.010 0.222
0.156 -0.062 0.348
0.066 0.061 -0.060
0.114 0.028 0.020
0.083 -0.031 -0.096
-0.107 0.003 -0.028
-0.076 -0.013 -0.170
-0.013 -0.098 -0.075
-0.613 0.301 0.104
-0.389 -0.129 -0.459
0.561 -0.503 -0.144
0.740 0.801 -0.141
-0.520 -0.676 0.727
0.112 0.217 0.337
-0.061 -0.078 -0.139
0.066 0.177 -0.083
0.178 0.267 -0.172
0.012 -0.045 -0.096
-0.005 0.036 -0.186
0.029 -0.143 0.013
-0.069 0.017 0.084
-0.073 -0.127 0.111
0.053 -0.063 0.092

# 2
Below is a cluster of 4 separate species, C34H72ClFIN6O11 in total at a distorted geometry, with properties calculated with the ωB97M-V functional and the def2-TZVPD basis.

Its charge is +1.

Atoms and positions in Å:
C  1.5621  -4.2250  0.7932
C  -0.1092  -4.2363  0.7954
Cl  -0.6995  -5.6565  1.8285
C  -0.6216  -2.7527  1.3085
N  -1.6886  -2.8416  2.4218
C  -2.9716  -3.0200  1.9957
N  -3.4829  -3.1889  0.5599
C  -4.9770  -3.4128  0.5275
C  -5.9003  -3.6852  -0.7966
C  -6.4891  -2.3422  -1.5288
C  -8.0509  -2.7239  -1.9901
I  -5.4291  -1.7609  -3.3568
N  -5.2817  -3.3280  2.0046
C  -6.7532  -3.4913  2.3115
C  -7.4534  -2.0181  2.6602
C  -8.6419  -1.5914  1.6148
C  -9.1948  -0.0573  1.9330
C  -8.0528  1.1093  1.7567
N  -6.9816  0.7968  0.7283
N  -4.1883  -3.0904  2.8697
C  -4.4568  -2.9674  4.3407
O  -4.4371  -4.3245  4.9805
N  -4.0454  -5.2591  4.0940
O  -4.0072  -6.3229  4.6979
C  -1.1708  -2.7214  3.8285
C  -1.2515  -1.1240  4.3149
F  0.2871  -3.0904  3.9789
H  2.0068  -3.2253  0.3763
H  1.8892  -4.3737  1.9087
H  1.8811  -5.1369  0.1140
H  -0.4039  -4.3484  -0.3558
H  0.3001  -2.0683  1.6369
H  -1.0476  -2.2118  0.3330
H  -6.7267  -4.4870  -0.5167
H  -5.1943  -4.2377  -1.5851
H  -6.4652  -1.4195  -0.8013
H  -8.0877  -3.2934  -3.0182
H  -8.6721  -1.7226  -1.9894
H  -8.5103  -3.3806  -1.1056
H  -7.3605  -4.1222  1.5368
H  -6.8088  -4.0960  3.3394
H  -6.6222  -1.1649  2.7293
H  -7.9609  -2.0536  3.7403
H  -8.1881  -1.5509  0.5371
H  -9.5429  -2.3521  1.5960
H  -10.0779  0.1457  1.1625
H  -9.6226  0.0263  3.0191
H  -8.6045  2.0931  1.3662
H  -7.5246  1.3223  2.8011
H  -6.0504  0.6040  1.1619
H  -6.9302  1.5172  -0.0299
H  -5.5296  -2.5243  4.6168
H  -3.6884  -2.3248  4.9514
H  -1.7251  -3.4227  4.6201
H  -0.3766  -0.5448  3.7889
H  -1.2769  -1.0096  5.4805
H  -2.3156  -0.7464  3.9280
C  5.2737  3.4352  0.4976
O  4.0613  2.9372  -0.0478
C  4.2834  1.9062  -1.0116
C  3.0496  1.0052  -1.1244
O  2.9429  0.0581  -0.0527
C  2.5691  0.5956  1.2228
C  1.0988  1.0197  1.2950
O  0.9076  2.2748  0.6411
C  -0.4354  2.4690  0.2221
H  5.8820  3.9026  -0.2842
H  5.0264  4.1868  1.2536
H  5.8335  2.6304  0.9864
H  5.1524  1.3006  -0.7357
H  4.4751  2.3928  -1.9747
H  3.1572  0.4033  -2.0336
H  2.1328  1.5813  -1.2354
H  3.2396  1.4010  1.5245
H  2.7176  -0.2215  1.9370
H  0.7963  1.1422  2.3400
H  0.4751  0.2501  0.8252
H  -0.7384  1.6719  -0.4626
H  -0.4922  3.4208  -0.3108
H  -1.1006  2.5033  1.0864
C  11.2839  -0.4085  1.3217
O  10.3591  -1.1843  0.5745
C  10.4253  -2.5730  0.9041
C  9.0965  -3.2631  0.5805
O  8.0808  -3.0205  1.5636
C  7.5194  -1.7013  1.5713
C  6.5962  -1.4279  0.3797
O  7.3622  -1.1619  -0.7958
C  6.6312  -1.4114  -1.9875
H  12.3114  -0.7077  1.0885
H  11.1484  0.6427  1.0492
H  11.0911  -0.5107  2.3951
H  10.6562  -2.7071  1.9656
H  11.2276  -3.0153  0.3027
H  9.2679  -4.3450  0.6017
H  8.7440  -3.0201  -0.4202
H  8.2960  -0.9415  1.6663
H  6.9145  -1.6485  2.4829
H  5.9801  -0.5453  0.5794
H  5.9452  -2.2952  0.2180
H  6.2999  -2.4532  -2.0184
H  7.2943  -1.2356  -2.8376
H  5.7764  -0.7367  -2.0558
C  -1.1261  8.6569  -4.4655
O  -0.7918  7.3036  -4.1966
C  -1.7646  6.3922  -4.7109
C  -1.1335  5.0176  -4.9534
O  -0.3579  4.9576  -6.1583
C  0.8971  5.6501  -6.1300
C  1.9572  4.9500  -5.2737
O  1.7209  5.1942  -3.8867
C  2.3062  4.2036  -3.0542
H  -2.0621  8.9271  -3.9648
H  -0.3211  9.2914  -4.0824
H  -1.2088  8.8243  -5.5449
H  -2.1888  6.7684  -5.6472
H  -2.5616  6.3065  -3.9637
H  -1.9465  4.2970  -5.0958
H  -0.5576  4.6763  -4.0953
H  0.7665  6.6938  -5.8419
H  1.2513  5.6518  -7.1665
H  2.9504  5.3429  -5.5139
H  1.9348  3.8728  -5.4768
H  1.9101  3.2154  -3.3043
H  2.0416  4.4287  -2.0185
H  3.3925  4.2167  -3.1563

Force components x, y, z for each atom (eV/Å):
-0.942 -0.761 0.299
1.970 1.377 -1.382
0.367 1.457 -1.099
0.514 0.337 -1.411
0.568 -0.059 -1.552
-4.544 -0.805 -1.295
-1.964 -0.251 2.744
5.985 1.459 5.674
1.327 -0.857 -0.085
-1.797 -0.663 1.073
0.124 0.516 1.272
-0.209 -0.271 1.007
-2.032 -1.062 -5.674
-0.760 0.518 3.772
-0.797 0.248 0.365
0.432 0.882 -0.234
-0.154 -0.412 -0.545
-0.159 0.741 0.132
-0.171 0.287 0.344
0.966 0.976 -2.030
-0.560 0.160 1.122
-0.280 2.794 -0.506
0.272 -4.661 2.375
0.083 2.780 -2.424
0.686 1.167 2.739
-0.978 -0.871 -0.702
-3.757 0.605 -1.174
-1.034 -1.861 0.678
-0.419 0.242 -2.252
-0.401 1.951 1.576
0.117 -0.110 2.861
-2.191 -1.807 -0.215
0.475 -1.184 2.454
1.626 1.984 -0.454
-1.284 1.191 2.039
-0.138 -1.826 -1.495
0.076 1.232 2.192
1.241 -2.076 -0.402
0.875 1.296 -2.085
1.734 1.412 1.162
0.058 1.034 -2.314
-1.733 -1.935 -0.394
1.198 -0.112 -2.261
-0.861 -0.109 2.029
1.889 1.465 0.301
1.876 -0.417 1.718
0.713 -0.260 -2.051
1.167 -2.115 1.262
-1.338 -0.327 -2.158
-1.270 0.647 -0.730
0.180 -0.991 1.336
2.316 -0.990 -1.205
-1.217 -1.235 -1.800
1.161 1.320 -2.171
-1.832 -1.055 1.192
0.472 -0.370 -2.317
2.416 -0.562 0.667
-0.284 0.080 -0.059
0.151 -0.335 0.128
-0.634 0.356 0.207
0.551 -0.105 -0.019
-0.231 0.360 0.223
-0.252 -0.258 -0.216
0.504 0.694 -0.294
-0.203 -0.402 -0.136
0.519 0.115 0.060
0.116 -0.054 0.091
-0.061 -0.115 -0.212
0.122 0.016 -0.092
0.022 -0.040 0.000
0.087 -0.210 -0.147
0.073 -0.028 0.164
0.047 0.211 0.149
-0.189 0.175 -0.103
-0.049 -0.046 -0.116
-0.017 -0.183 0.203
-0.011 -0.070 -0.050
-0.137 -0.088 0.007
0.090 -0.095 0.137
-0.218 -0.038 0.049
-0.225 -0.067 -0.308
-0.010 -0.011 0.411
-0.393 0.313 -0.547
0.269 -0.049 0.476
0.060 0.396 -0.305
-0.268 -0.329 -0.152
0.687 0.166 -0.085
-0.179 -0.274 -0.097
0.428 0.121 0.336
0.038 0.043 0.146
-0.009 -0.230 -0.065
0.135 -0.050 0.030
-0.037 -0.023 0.037
0.028 -0.224 0.094
-0.026 0.128 0.144
0.092 0.257 -0.025
0.008 0.023 -0.270
-0.005 -0.137 -0.109
-0.218 -0.046 0.196
-0.015 0.003 0.059
-0.167 -0.019 -0.034
-0.027 0.051 0.176
-0.226 -0.029 -0.098
0.193 -0.254 0.181
-0.122 0.072 -0.368
0.636 -0.118 0.420
-0.236 0.274 -0.457
0.118 0.199 0.462
0.123 -0.412 -0.035
-0.360 0.484 0.301
-0.083 -0.410 0.014
-0.303 0.540 -0.135
-0.034 0.101 -0.111
-0.129 -0.208 0.013
-0.134 0.046 0.018
0.007 -0.031 -0.047
-0.201 -0.119 -0.095
0.056 0.119 -0.131
0.119 0.241 0.113
0.053 -0.082 0.251
-0.079 -0.144 0.102
0.071 -0.064 -0.236
-0.019 0.013 -0.061
0.098 -0.171 -0.058
0.077 0.058 -0.125
0.154 -0.152 0.031

One value per record, in order, for HOMO energy: -8.29; -10.34 eV.
One value per record, in order, for HOMO-LUMO gap: 7.165; 6.910 eV.